(1)
This record from the Open Molecules 2025 dataset describes C31H57EuN2O2P2S as an isolated structure in a non-equilibrium geometry. The level of theory is the ωB97M-V functional and the def2-TZVPD basis.

Geometry as XYZ:
```
96
Properties=species:S:1:pos:R:3:forces:R:3
C -0.196321 1.473717 -2.210875 -0.5 0.6 -0.5
C -2.020615 0.994882 -0.785444 0.1 -0.4 1.4
C -1.055410 1.977032 -3.189248 1.0 -0.3 -0.2
C -2.914792 1.263700 -1.856330 0.1 0.3 -0.9
C -2.433132 1.787878 -3.043945 -0.5 -0.3 0.9
H -0.637517 2.438839 -4.090721 -0.2 -0.3 0.3
H -3.975562 1.103557 -1.680760 0.2 0.1 -0.1
H -3.113761 2.060139 -3.851373 0.1 -0.1 0.2
N -0.650642 1.019561 -1.023069 0.0 -0.1 -0.3
P 2.324869 0.133937 -1.816850 0.0 -0.1 -0.3
P -1.753507 0.860639 2.074085 0.6 0.1 -0.3
C 1.311983 1.511680 -2.503945 -0.6 0.2 -0.2
H 1.451770 1.532225 -3.596716 -0.1 0.1 0.3
H 1.710809 2.465970 -2.121337 -0.1 -0.4 0.0
C 2.867447 -1.461260 2.135365 3.2 -1.0 1.6
O 3.850671 -1.780109 2.639260 -3.0 0.9 -1.5
C -2.559248 0.702895 0.516667 0.2 -1.0 -1.1
H -3.636820 0.475792 0.534443 0.4 0.3 -0.1
C -2.017856 -0.766030 3.175163 -0.4 1.1 -0.4
C -2.652071 2.404136 2.699090 0.0 -0.5 0.7
C 2.155933 -1.282430 -3.115904 0.4 0.4 0.3
C 4.036759 0.944157 -1.847190 -0.3 -0.3 -0.3
C -0.727886 -1.619045 3.127932 -0.2 0.1 0.1
H 0.155288 -1.060626 3.487037 -0.2 0.0 -0.1
H -0.859303 -2.469971 3.817194 0.1 0.2 -0.3
H -0.513469 -2.067010 2.136984 -0.2 0.1 0.3
C -2.289573 -0.402943 4.642694 0.1 -0.3 0.1
H -1.465464 0.173361 5.085214 -0.2 -0.1 -0.1
H -3.232621 0.143304 4.781922 0.4 -0.1 -0.1
H -2.377866 -1.339332 5.218248 0.0 0.2 -0.1
C -3.185464 -1.583276 2.629349 -0.1 -0.4 0.1
H -3.401819 -2.403768 3.334484 0.0 0.1 -0.2
H -4.105064 -0.995254 2.511774 0.3 -0.1 0.1
H -2.941648 -2.035357 1.661131 -0.1 0.3 0.3
C -2.059517 2.866063 4.041711 -0.2 0.2 0.0
H -0.985664 3.084372 3.945984 -0.3 -0.1 0.1
H -2.576072 3.794581 4.329718 0.2 -0.2 0.1
H -2.212006 2.139779 4.847418 0.1 0.2 -0.2
C -2.442927 3.537451 1.671180 -0.1 -0.2 0.1
H -1.389760 3.631318 1.370864 -0.2 0.0 0.0
H -3.057891 3.395648 0.774144 0.3 -0.1 0.2
H -2.748629 4.487179 2.137127 0.1 -0.2 -0.1
C -4.156793 2.132652 2.843870 -0.1 0.4 0.2
H -4.634640 1.952621 1.873652 0.2 0.0 0.2
H -4.385796 1.291385 3.510760 0.1 0.2 -0.2
H -4.614627 3.034018 3.284028 -0.1 -0.3 -0.2
C 5.082218 -0.106119 -1.434611 0.1 0.2 0.0
H 6.063438 0.389587 -1.394726 -0.2 -0.2 0.0
H 4.869815 -0.519509 -0.438346 0.0 0.1 -0.2
H 5.160524 -0.936147 -2.149960 -0.1 0.2 0.2
C 4.033328 2.087566 -0.813232 0.1 0.0 0.1
H 3.444885 2.951050 -1.148012 0.1 -0.2 0.1
H 3.652325 1.780828 0.168166 0.1 0.0 -0.2
H 5.067288 2.436986 -0.678678 -0.2 -0.1 -0.1
C 4.397169 1.548261 -3.209589 0.4 0.1 -0.1
H 3.638433 2.250425 -3.576221 0.2 -0.1 0.1
H 5.333921 2.110481 -3.087389 -0.2 0.0 -0.1
H 4.582170 0.798200 -3.982247 -0.1 0.2 0.2
C 0.718784 -1.328186 -3.654872 -0.1 0.0 0.0
H 0.485356 -0.460779 -4.286387 0.0 -0.2 0.2
H 0.606045 -2.224136 -4.284401 0.1 0.2 0.2
H -0.033920 -1.394191 -2.858526 0.1 0.1 -0.1
C 2.477835 -2.602814 -2.391421 0.0 0.0 0.0
H 1.765019 -2.823515 -1.585648 0.2 0.1 -0.2
H 2.424640 -3.422937 -3.124416 0.0 0.1 0.2
H 3.491280 -2.603960 -1.967305 -0.2 0.0 -0.1
C 3.104639 -1.133593 -4.307744 0.0 -0.3 -0.3
H 2.945980 -0.201034 -4.863868 0.0 -0.2 0.2
H 4.161002 -1.226179 -4.027203 -0.3 0.1 0.0
H 2.897542 -1.959426 -5.006289 0.0 0.2 0.1
Eu 0.728462 -0.171116 0.739378 -0.9 -0.3 -0.3
N 0.028257 -3.470433 -0.148825 -2.2 -0.9 -1.5
C -0.911125 -3.847390 -0.747419 1.0 1.6 1.5
C -2.288744 -4.052915 -1.349794 0.3 -0.2 0.0
C -3.258005 -3.054294 -0.699559 0.0 0.3 0.2
C -2.230412 -3.917363 -2.874121 0.3 0.1 -0.2
C -2.769423 -5.461200 -1.021825 0.0 -0.5 0.1
H -3.438011 -3.363642 0.342289 0.0 0.2 -0.4
H -2.888745 -2.015838 -0.708285 -0.1 -0.3 0.0
H -4.225421 -3.064765 -1.221208 0.3 -0.2 0.0
H -1.478133 -4.611006 -3.274775 -0.2 0.2 0.0
H -3.204614 -4.199650 -3.293838 0.2 0.1 0.1
H -1.993584 -2.897455 -3.202038 0.0 -0.2 0.1
H -3.734027 -5.629260 -1.515031 0.2 0.1 0.1
H -2.063613 -6.206179 -1.395888 -0.1 0.0 0.1
H -2.902565 -5.601664 0.055916 0.1 0.0 -0.2
C 2.794818 1.875381 3.961075 0.0 0.1 0.2
S 1.636171 2.650439 2.830705 0.6 -0.8 -1.4
C 2.650056 4.074582 2.410202 0.1 0.1 0.1
O 1.743960 1.761714 1.560885 0.1 0.9 1.3
H 2.411032 0.891503 4.250213 -0.1 0.3 0.0
H 2.861605 2.525434 4.841380 0.1 -0.2 -0.1
H 3.764937 1.767961 3.462261 -0.2 0.1 0.1
H 2.227157 4.551382 1.518571 0.0 -0.2 0.3
H 2.608566 4.765780 3.261714 0.1 -0.1 -0.2
H 3.677907 3.741084 2.216155 -0.3 0.1 0.0
```
Forces are in eV/Å.

Results
Charge = +1
LUMO level (spin up / spin down) = -2.5 / -2.5 eV
DFT total energy = -3266.43079 hartree
Molar mass = 735.79 g mol⁻¹
Largest force on an atom = 0.0727 Eh/bohr
Energy above the lowest of the compared OMol25 structures with the same formula, charge and spin = 0.0 kJ/mol
Expectation value of S² = 15.76
Gap between HOMO and LUMO (spin up / spin down) = 5.88 / 5.90 eV
Spin multiplicity = 8

(2)
This record from the Open Molecules 2025 dataset describes C23H25FN4O6Sr as an isolated structure in a non-equilibrium geometry. The level of theory is the ωB97M-V functional and the def2-TZVPD basis.

Geometry as XYZ:
```
60
Properties=species:S:1:pos:R:3:forces:R:3
Sr -0.632895 2.650378 -1.889746 -1.0 1.1 -1.2
O -3.332041 4.032855 -4.398581 -0.1 0.6 0.4
C -3.805888 5.071861 -4.840028 0.5 -0.5 1.0
O -4.999354 5.088865 -2.188114 0.5 1.2 -0.4
C -4.584980 6.086259 -2.723232 0.1 -0.3 0.2
O -4.539201 7.331119 -2.167001 0.0 -0.3 -0.8
N -4.083478 6.188786 -4.036445 0.2 -0.5 0.3
C -3.967024 8.282365 -3.110618 0.2 0.3 0.9
C -3.781594 7.563632 -4.427967 -0.4 -0.5 -0.6
H -2.987998 8.598773 -2.711312 -0.6 0.0 0.0
H -4.650179 9.128978 -3.220211 0.2 -0.1 0.3
H -2.759505 7.682326 -4.806165 -0.2 -0.2 0.0
H -4.489267 7.913365 -5.190243 0.2 0.0 0.1
C -4.144430 5.228945 -6.238914 0.2 -0.5 -1.1
C -3.784047 4.236138 -7.069073 -0.2 0.8 0.2
H -4.705448 6.121745 -6.506977 0.0 -0.4 -0.3
H -3.134432 3.441461 -6.690134 -0.5 0.2 -0.2
H -4.109639 4.225483 -8.103783 0.2 0.0 0.1
F -0.014003 -4.477970 -0.817571 0.5 0.7 0.5
C 0.464772 -3.444414 -0.047012 -0.6 0.0 -0.6
C 0.200222 -2.164869 -0.459106 0.3 -0.3 0.7
C 0.544743 -1.098405 0.398352 0.2 0.1 0.6
C 0.249284 0.250529 0.022342 -0.6 0.6 -1.1
O -0.362407 0.525964 -1.089636 1.0 -0.8 1.3
C 0.640535 1.290236 0.913497 0.2 -0.2 0.5
C 1.195613 1.007445 2.131817 -0.1 -0.6 -0.8
N 1.467523 -0.272005 2.529869 -1.3 0.2 -2.3
C 2.088606 -0.447024 3.784426 0.6 -0.2 1.3
C 3.051350 0.603513 4.254940 0.5 -0.1 0.1
C 1.703549 0.489559 4.887595 -0.2 -0.1 0.5
C 1.121424 -1.349409 1.677740 0.1 0.6 0.4
C 1.354291 -2.673430 2.075389 0.1 -0.8 -0.8
C 1.110255 -3.739506 1.178277 0.0 1.0 0.4
N 1.484991 -5.028106 1.502713 -0.1 -0.1 0.6
C 1.440316 -5.487538 2.880587 -0.1 0.2 -0.1
C 2.790983 -6.079341 3.257434 -0.1 0.6 0.1
N 3.095606 -7.114106 2.232282 0.3 -1.1 0.5
C 3.076506 -6.714489 0.810917 -0.2 0.8 -0.7
C 1.715827 -6.081046 0.540331 -0.1 0.1 -0.1
C 0.367349 2.667962 0.383336 -0.6 1.9 -0.7
O -0.826652 3.145062 0.495687 2.2 -1.2 -0.2
O 1.213831 3.160432 -0.470940 -1.3 -1.2 1.5
H -0.290724 -1.957993 -1.405108 0.0 -0.1 0.2
H 1.449767 1.822721 2.806193 0.0 -0.4 -0.2
H 2.314158 -1.468112 4.067344 -0.1 0.3 -0.2
H 3.894638 0.233451 4.839351 -0.1 0.4 -0.3
H 3.237855 1.438436 3.576564 0.2 -0.3 0.3
H 0.957058 1.252421 4.651377 0.2 -0.4 0.3
H 1.666800 0.049054 5.881234 -0.2 0.3 -0.2
H 1.768182 -2.908605 3.053608 0.0 0.2 -0.5
H 0.643353 -6.254510 2.990831 0.3 0.3 0.1
H 1.201001 -4.650354 3.543043 0.0 -0.4 -0.1
H 3.604132 -5.348694 3.221999 -0.2 0.0 0.0
H 2.770605 -6.557631 4.241135 0.1 0.0 -0.2
H 3.997944 -7.540212 2.439407 0.0 -0.3 0.1
H 2.366415 -7.821729 2.322214 0.1 -0.4 0.2
H 3.223065 -7.600722 0.189330 0.1 0.0 0.2
H 3.903054 -6.015748 0.651859 -0.2 0.0 0.0
H 0.915536 -6.838506 0.646560 0.3 0.1 -0.3
H 1.694048 -5.675643 -0.471660 0.0 -0.3 0.2
```
Forces are in eV/Å.

Results
Charge = +2
LUMO level = -5.3 eV
DFT total energy = -1692.02895 hartree
Molar mass = 560.09 g mol⁻¹
Largest force on an atom = 0.0507 Eh/bohr
Energy above the lowest of the compared OMol25 structures with the same formula, charge and spin = 80.1 kJ/mol
Gap between HOMO and LUMO = 8.05 eV
Spin multiplicity = 1

(3)
This record from the Open Molecules 2025 dataset describes a 13-piece molecular cluster, C20H65N2O13 overall in a non-equilibrium geometry. The level of theory is the ωB97M-V functional and the def2-TZVPD basis.

Geometry as XYZ:
```
100
Properties=species:S:1:pos:R:3:forces:R:3
C -0.342629 -0.956368 -0.111200 0.4 1.3 -0.6
C 0.020604 0.532412 -0.067352 2.4 0.3 -2.1
O 1.334925 0.717646 -0.735957 -2.0 -0.9 1.0
H -1.301134 -1.102432 0.303209 -1.2 -0.4 0.4
H 0.354662 -1.398958 0.565759 0.5 -0.7 0.1
H -0.285260 -1.451859 -1.106689 -0.1 0.6 0.8
H 0.110971 0.903211 0.942935 0.0 -0.2 0.8
H -0.678691 1.245819 -0.542333 -0.1 -0.6 0.0
C -2.715816 0.298755 2.016636 0.4 0.5 -0.3
C -3.663294 -0.198623 0.929955 1.9 2.6 0.2
O -4.111563 -1.421407 1.318891 -0.8 -2.1 -0.7
H -3.273813 0.532155 2.917916 0.0 0.6 0.1
H -2.042811 1.102757 1.650900 -0.7 -0.2 0.5
H -2.048682 -0.499854 2.329311 0.1 -0.3 -0.2
H -3.069491 -0.255070 0.029591 -0.1 -0.5 -0.5
H -4.442991 0.534940 0.693409 -0.2 -0.2 0.2
H -4.849857 -1.315331 1.891760 -0.8 -0.1 0.8
C -1.758650 4.159332 1.764395 -0.9 -0.2 -0.4
C -0.461306 3.906814 1.075029 -0.5 1.2 -0.3
O 0.290321 5.102171 1.205561 0.6 1.1 -0.3
H -2.264968 3.215579 1.728145 -1.2 -0.3 -0.1
H -2.349271 5.012063 1.353793 0.3 -0.8 -0.3
H -1.671159 4.399538 2.787456 0.6 0.2 1.4
H -0.700133 3.732076 0.018259 0.6 -0.4 0.2
H 0.098491 3.080191 1.538708 -0.1 0.4 -0.3
H -0.226208 5.847426 0.820204 0.6 -1.0 0.3
C 3.823493 -0.405929 3.161208 0.5 -1.5 -0.6
C 2.892187 -0.017685 2.078174 -0.4 -0.9 -0.4
O 3.194486 -0.700576 0.905407 2.1 -2.3 0.6
H 3.749304 -1.473962 3.378661 0.1 -0.2 -0.5
H 3.643650 -0.033560 4.110095 -0.7 1.5 1.7
H 4.841512 -0.193911 2.906594 0.7 0.1 -0.3
H 2.887920 0.962482 1.777234 0.5 3.1 0.1
H 1.872610 -0.184349 2.302678 -1.3 -0.5 0.9
H 2.591208 -0.444232 0.240593 -1.5 1.1 -1.6
C 2.024362 5.156489 -1.454098 0.2 -0.5 -0.6
C 2.078140 3.694976 -1.029475 0.2 0.4 -1.4
O 0.988770 3.064003 -1.662489 -0.4 1.8 -0.5
H 1.024854 5.572870 -1.301269 0.3 0.1 0.6
H 2.119866 5.158662 -2.541702 0.3 0.1 -0.1
H 2.865709 5.713200 -1.028805 -0.4 0.2 0.1
H 2.038519 3.579621 0.031519 -0.1 0.0 0.9
H 3.015159 3.233337 -1.392970 -0.1 0.2 0.2
H 1.004513 2.177862 -1.305804 0.3 -2.0 0.4
C 1.819273 -3.137934 -1.226600 -0.2 0.4 -0.7
C 2.640360 -3.719808 -0.140643 0.7 1.4 0.9
O 3.099958 -4.999065 -0.433893 0.5 -1.5 -0.6
H 0.833377 -3.558979 -1.257407 -0.7 -0.3 -0.1
H 2.251112 -3.155379 -2.235256 0.2 -0.4 0.4
H 1.707070 -2.095238 -1.009909 -0.2 0.6 0.1
H 2.092415 -3.776795 0.813817 -0.1 0.4 -0.3
H 3.485754 -3.004851 0.007790 -0.3 -1.0 0.1
H 2.366960 -5.456474 -0.869453 0.3 0.0 0.1
C -3.677657 -1.333126 -2.642800 2.2 -0.6 1.5
C -2.336246 -0.641304 -2.960720 -0.4 -2.6 1.4
O -1.427606 -1.680558 -3.287901 -1.0 -0.3 0.1
H -4.426014 -0.653228 -2.400266 -1.4 1.4 0.4
H -3.528880 -1.975061 -1.716669 0.0 0.7 -1.1
H -4.016875 -1.967315 -3.412901 -0.3 -0.7 -1.1
H -2.034519 -0.091148 -2.082276 0.3 0.1 0.7
H -2.329985 0.061266 -3.718590 -0.7 1.4 -1.9
H -0.535375 -1.321980 -3.294760 0.9 0.0 0.1
C -1.856174 -4.036476 0.100585 5.3 1.3 7.0
O -0.927738 -3.649446 1.088996 -4.4 -1.0 -5.1
N -1.546145 -4.967363 -0.746462 1.1 -5.0 -3.2
N -3.135940 -3.796792 0.163974 -3.5 3.5 0.2
H -0.551602 -5.251679 -0.908413 -1.6 0.5 0.7
H -2.266700 -5.773720 -0.837537 1.9 2.1 -0.1
H -3.389828 -2.805541 0.511171 0.2 -2.2 0.0
H -3.739845 -4.078257 -0.631810 1.0 0.3 0.7
C 0.347918 0.582214 -3.868935 -0.5 -1.2 0.3
O 0.986991 -0.518989 -3.115080 -1.1 1.2 -1.4
H -0.078159 0.053946 -4.734875 0.0 0.5 0.0
H 1.004300 1.367202 -4.227378 0.5 -0.1 0.4
H -0.494550 1.056636 -3.299915 1.0 -0.4 -0.4
H 0.847230 -0.299986 -2.177954 0.9 0.7 0.7
C 4.221226 -0.889343 -2.359278 -2.0 -1.0 1.7
O 3.741283 0.427955 -2.323547 0.7 0.9 0.0
H 4.727486 -1.255874 -1.412075 -0.6 0.6 -0.7
H 4.867152 -1.132935 -3.161298 0.9 0.6 -1.1
H 3.315931 -1.484477 -2.566605 0.6 -0.4 0.3
H 2.894699 0.501496 -1.827424 0.5 -0.4 -0.2
C 1.184223 -2.628576 3.251206 -0.8 -1.2 0.5
O 0.088685 -1.786340 2.964904 -0.5 0.4 -0.1
H 1.919555 -2.474137 2.484578 0.8 -0.1 0.0
H 0.778184 -3.661452 3.194023 0.7 0.3 0.1
H 1.565257 -2.470519 4.286816 -0.3 0.3 -0.9
H -0.295038 -2.107573 2.125358 -0.2 -0.1 0.4
C -2.585158 2.490545 -1.654298 -0.4 -2.2 -0.5
O -2.743631 3.834126 -1.530887 1.6 1.8 -0.5
H -1.639966 2.238918 -2.095007 0.8 0.4 0.2
H -3.273102 2.075114 -2.416633 -0.3 -0.1 0.6
H -2.650217 1.975179 -0.674546 -0.2 0.0 -0.5
H -3.604528 3.995055 -1.226935 -1.7 0.5 0.7
C -0.069981 1.400162 4.209789 0.1 0.8 -0.5
O 0.153102 0.116482 4.742265 0.0 0.8 0.3
H 0.228473 2.245195 4.877766 -0.1 -1.0 -0.2
H -1.100986 1.579447 3.918784 -0.6 -0.1 0.4
H 0.429097 1.573102 3.246328 0.5 -0.2 0.2
H 0.056866 -0.518598 4.004944 0.0 0.0 0.1
```
Forces are in eV/Å.

Results
Charge = -1
LUMO level = 2.0 eV
DFT total energy = -1888.46379 hartree
Molar mass = 541.74 g mol⁻¹
Largest force on an atom = 0.1725 Eh/bohr
Gap between HOMO and LUMO = 7.35 eV
Spin multiplicity = 1